This record from the Open Molecules 2025 dataset describes a 2-piece molecular cluster, C4H11N2O overall. The level of theory is wB97M-V/def2-TZVPD.

For the LUMO energy, the calculation gives -8.754 eV. As for the total charge: +1. The value obtained for the orbital gap is 3.64 eV. Its highest occupied orbital energy is -0.455 Eh. The value obtained for the energy above the lowest of the compared OMol25 structures with the same formula, charge and spin is 5.767 eV.

Bonds (Å) are listed after each position.
Positions of all 18 atoms, in Å:
1 O -1.71907 -0.22457 -0.20468  C2 1.205
2 C -0.63710 0.05274 0.24742  O1 1.205, C3 1.448, H8 1.101
3 C 0.49881 -0.83294 0.39653  C2 1.448, C4 1.449, H9 1.089
4 C 1.67000 -0.27486 1.04287  C3 1.449, C5 1.580, H10 1.091, H11 1.115
5 C 2.44784 0.72144 0.09555  C4 1.580, N6 1.452, H12 1.086, H13 1.092
6 N 2.86461 -0.03922 -1.06898  C5 1.452, H14 1.013, H15 1.015
7 N -4.98096 -0.29664 -0.23661  H16 1.014, H17 1.016, H18 1.016
8 H -0.50247 1.06214 0.66671  C2 1.101
9 H 0.39246 -1.90492 0.24004  C3 1.089
10 H 2.35376 -1.06773 1.34847  C4 1.091
11 H 1.26322 0.31223 1.89887  C4 1.115
12 H 3.34148 1.14171 0.54741  C5 1.086
13 H 1.74017 1.48511 -0.23398  C5 1.092
14 H 2.06086 -0.38521 -1.58019  N6 1.013
15 H 3.55479 0.48170 -1.60025  N6 1.015
16 H -4.03741 -0.03963 0.03326  N7 1.014
17 H -4.88701 -0.77918 -1.12612  N7 1.016
18 H -5.42398 0.58783 -0.46631  N7 1.016

Here are the Löwdin charges for atoms 1 to 4, given in e: 0.179 -0.196 0.179 -0.103